(1)
Entry from the OMol25 dataset: Cl2F2H2N3O2PS2 as an isolated structure in a non-equilibrium geometry (the ωB97M-V functional and the def2-TZVPD basis).

Summary:
- HOMO energy: -0.760 Ha
- Lowest unoccupied orbital energy: -10.898 eV
- Total charge: +2
- Relative energy (zero: lowest compared OMol25 entry of this formula, charge and spin): 415.5 kJ/mol

Structure (XYZ):
```
14
Properties=species:S:1:pos:R:3:forces:R:3
N -1.7694 0.0353 -1.5843 1.035 -2.965 -0.141
N -0.7348 0.9612 0.7953 0.456 0.831 -1.254
N 0.3217 -1.0441 -0.5704 2.012 0.096 -0.226
O -0.7577 -2.2569 -2.4799 0.123 0.470 -0.484
O 0.1636 -0.9576 1.9142 -0.374 -2.629 3.966
F -1.8069 -2.1153 -0.3444 -0.334 0.296 -0.160
F 0.6619 1.4213 -1.5755 -0.341 2.586 -0.601
P -1.6046 1.1474 -0.5432 -0.449 0.389 1.355
S -0.9533 -1.4117 -1.3939 -2.401 1.762 0.827
S 0.7883 -0.2130 0.9540 -1.186 1.229 -3.332
Cl 0.1486 3.0921 -1.8486 0.901 -2.244 0.261
Cl -3.0439 2.3899 -0.7360 0.291 0.212 0.471
H -0.6088 1.5830 1.6109 -0.800 0.155 -0.642
H 1.0897 -1.4752 -1.0570 1.065 -0.187 -0.041
```
Forces are in eV/Å.



(2)
Entry from the OMol25 dataset: C15H16N6O3PbS2 as an isolated structure (the ωB97M-V functional and the def2-TZVPD basis).

Summary:
- HOMO energy: -0.555 Ha
- Lowest unoccupied orbital energy: -8.061 eV
- Total charge: +2
- Relative energy (zero: lowest compared OMol25 entry of this formula, charge and spin): 93.3 kJ/mol

Structure (XYZ):
```
43
Properties=species:S:1:pos:R:3:forces:R:3
Pb -0.4250 0.0817 0.1710 -0.195 -0.340 -0.082
C 3.7069 -1.7514 0.8090 -0.031 0.011 -0.011
C 2.4948 -0.8999 0.6577 -0.003 0.019 -0.019
N 1.3664 -1.3403 0.2324 0.220 -0.022 0.118
N 1.2097 -2.6292 -0.1120 -0.190 0.045 -0.086
C 0.0182 -3.0051 -0.5125 0.231 -0.039 0.061
N -0.1258 -4.2704 -0.8898 -0.069 0.027 0.025
S -1.4470 -2.0340 -0.6147 -0.211 0.036 -0.078
C 2.5450 0.5490 0.9936 -0.008 -0.044 0.002
C 3.7243 1.1651 1.3592 0.011 0.010 0.020
C 3.7144 2.5246 1.6530 0.024 0.025 0.011
C 2.5276 3.2304 1.5781 0.022 0.023 0.007
C 1.3777 2.5591 1.2016 0.054 -0.178 0.036
N 1.3990 1.2500 0.9232 0.015 0.209 0.019
H 3.4577 -2.7908 0.6294 0.011 -0.007 -0.001
H 4.1229 -1.6433 1.8116 -0.001 0.004 -0.004
H 4.4721 -1.4434 0.0927 -0.002 0.008 -0.003
H 0.6782 -4.8804 -0.8607 0.000 -0.010 -0.012
H -1.0091 -4.6381 -1.2013 0.010 -0.013 -0.011
H 4.6415 0.5978 1.4137 -0.003 0.006 -0.009
H 4.6322 3.0213 1.9384 -0.005 0.003 -0.001
H 2.4787 4.2861 1.8029 -0.006 -0.001 0.000
H 0.4280 3.0708 1.1334 -0.070 0.034 -0.039
O -1.6262 4.1010 1.2522 -0.010 -0.061 -0.024
S -2.4276 3.0930 0.6349 -0.015 -0.009 0.111
O -3.3484 2.3410 1.4419 0.056 -0.026 0.044
N -1.4181 1.9783 -0.1204 -0.122 0.190 -0.204
C -1.6131 1.8948 -1.4656 0.037 -0.027 0.172
O -1.0260 0.9749 -2.0529 0.160 0.013 -0.093
C -2.5647 2.8981 -1.9539 0.033 -0.028 0.012
C -2.9469 3.1566 -3.2573 -0.025 0.006 -0.007
C -3.8848 4.1620 -3.4662 0.004 -0.018 0.002
C -4.4189 4.8794 -2.4007 -0.021 0.029 -0.001
C -4.0388 4.6241 -1.0837 0.022 -0.060 -0.042
C -3.1144 3.6220 -0.8960 -0.049 0.121 -0.041
H -2.5271 2.5924 -4.0790 0.005 0.012 -0.002
H -4.2061 4.3903 -4.4729 0.001 0.003 0.002
H -5.1477 5.6548 -2.5943 0.002 -0.002 -0.011
H -4.4563 5.1846 -0.2585 0.006 -0.003 0.000
N -1.6441 -0.0214 2.1859 0.135 0.098 0.176
H -1.1124 0.0736 3.0497 -0.009 0.004 0.004
H -2.1534 -0.9020 2.2453 0.014 -0.012 -0.031
H -2.3373 0.7396 2.1670 -0.031 -0.034 -0.011
```
Forces are in eV/Å.